Record 1
One molecule with the formula C10H16Si, computed with ωB97M-V/def2-TZVPD.

Output
- SMILES string: C/C=C1/C=CC=C[C@H]1[SiH](C)C
- HOMO-LUMO gap: 7.932 eV
- Spin multiplicity: 1
- Electronic energy: -680.01660 Ha

Positions of all 27 atoms, in Å:
H1 -2.3661 1.1230 3.2417
H2 -1.8842 2.4534 -0.3419
C1 1.0179 1.3843 0.0736
H3 0.8903 2.0078 0.8931
Si1 -1.4226 0.2270 0.9432
H4 1.5841 -3.8121 0.0204
H5 -1.3893 -0.1450 3.5916
H6 -2.3764 1.0670 -1.3570
H7 1.8344 -2.2940 0.9227
H8 1.9707 2.8783 -1.1155
H9 0.9459 -0.4746 1.2550
H10 1.2513 -2.6150 -1.9218
H11 -3.4681 1.5323 -0.0916
C2 0.7432 -0.8027 -0.9485
C3 -1.5071 0.5742 2.8950
H12 -1.7746 -1.1028 0.6592
H13 0.6480 -0.9017 -2.9703
C4 0.5549 0.0295 0.3018
H14 0.2113 -3.1078 0.8851
C5 1.5318 1.8482 -1.0518
C6 1.3598 1.0993 -2.2449
C7 0.9472 -2.1069 -1.0092
C8 -2.4307 1.4456 -0.3968
C9 0.8954 -0.1629 -2.2285
C10 1.1246 -2.8558 0.3045
H15 -0.6286 1.1373 2.9532
H16 1.7371 1.5741 -3.2621

***

Record 2
C10H17AlBrO8 as an isolated structure, computed with ωB97M-V/def2-TZVPD.

Output
- HOMO-LUMO gap: 7.402 eV
- Spin multiplicity: 1
- Electronic energy: -3809.72596 Ha
- Net charge: -1

Positions of all 37 atoms, in Å:
H1 2.8027 0.1681 -4.6160
H2 -4.7955 0.7013 2.1371
C1 3.1300 -3.7999 3.9040
H3 0.9417 2.5110 -2.5053
C2 2.5841 1.1184 -4.1236
H4 1.9498 -2.0974 1.5418
C3 1.5926 -2.1894 3.6794
O1 -0.9303 -0.0666 1.6470
C4 -2.1252 1.8363 0.7358
H5 -4.4881 0.4127 -0.6294
Al1 -4.1328 1.7361 0.1837
C5 1.1869 1.5862 -4.4669
O2 -1.9969 0.5866 -3.9277
H6 2.1659 -1.2642 3.8054
C6 0.6519 2.6503 -3.5514
H7 1.1417 1.8955 -5.5175
H8 0.9280 3.6573 -3.8669
H9 -0.4804 -2.8035 3.7054
H10 1.1009 -3.5702 2.0650
O3 2.1353 -3.1638 4.5774
H11 -4.6102 2.9827 -0.6784
Br1 -1.8333 -0.8457 -0.8941
H12 2.6906 0.9467 -3.0492
H13 -0.0246 -1.7549 5.0346
C7 -1.5607 0.3474 0.6628
H14 -2.0722 2.1542 1.8283
H15 -0.2332 -1.0756 3.4052
O4 3.0895 -3.5037 2.5757
O5 3.9345 -4.5272 4.4078
C8 -0.9429 1.1372 -3.9538
C9 1.8521 -2.8264 2.3462
O6 -5.0673 1.5849 1.8240
O7 0.2375 0.5380 -4.2807
O8 -0.7550 2.4537 -3.6544
H16 3.3293 1.8553 -4.4297
C10 0.1314 -1.9363 3.9681
H17 -1.5276 2.5649 0.1106

***

Record 3
One molecule with the formula C10H17BN2O2, computed with ωB97M-V/def2-TZVPD.

Output
- SMILES string: CC1(C)OB([C@H]2C=NCC=N2)OC1(C)C
- HOMO-LUMO gap: 9.414 eV
- Spin multiplicity: 1
- Electronic energy: -676.08364 Ha

Positions of all 32 atoms, in Å:
O1 -0.6714 -0.5821 -1.0588
C1 -1.5447 1.7825 -0.8217
N1 -1.0326 3.0415 -0.3791
H1 -1.3036 -2.2357 0.5019
H2 -3.7180 1.0569 -0.5760
H3 0.7458 -2.1555 -2.5678
H4 -1.7764 1.7667 -1.8837
C2 -0.2631 -2.2868 0.6988
H5 -0.0793 -1.8031 1.5649
H6 1.2663 -3.3753 -1.4486
C3 -1.8639 2.2777 1.8122
H7 3.1513 -0.8752 -1.3562
H8 2.4710 0.2647 1.6276
C4 1.4572 -0.4121 -0.0906
O2 0.7038 0.7481 0.1452
C5 2.2012 -0.6449 1.2410
N2 -2.9347 1.5979 1.1451
C6 0.4785 -2.5051 -1.6436
H9 -1.1354 1.5277 2.0415
C7 -1.2489 3.2191 0.8656
H10 -0.1048 -3.3056 0.5965
H11 1.9435 -0.0766 -2.1451
H12 -0.9437 4.1547 1.2819
B1 -0.4128 0.6585 -0.5705
H13 2.9704 0.7996 -1.1401
H14 -0.5082 -2.8875 -1.7845
H15 1.5788 -1.1017 1.9681
C8 -2.8473 1.3160 -0.0919
H16 -2.4553 2.9116 2.5908
C9 2.3814 -0.1455 -1.2370
C10 0.3400 -1.5503 -0.5211
H17 3.1549 -1.1805 1.2350

***

Record 4
An isolated ion of composition C10H17N2 and charge +1, computed with ωB97M-V/def2-TZVPD.

Output
- SMILES string: C=C[C@H]1N=C1C[C@H](C)[NH+]=C(C)C
- HOMO-LUMO gap: 8.563 eV
- Spin multiplicity: 1
- Electronic energy: -500.36327 Ha
- Net charge: +1

Positions of all 29 atoms, in Å:
H1 2.5316 -2.4624 1.2291
N1 -1.2226 -0.9046 0.6845
H2 2.0095 2.5649 -1.2809
C1 1.1217 -2.2790 -0.9909
H3 1.7453 -3.1731 -0.8542
H4 -2.2302 -0.0901 -1.7091
C2 -3.5563 -0.1137 -0.0517
H5 2.9959 2.7093 0.2447
H6 1.6538 0.8922 1.2092
C3 1.1649 1.2050 0.2336
H7 -0.8101 1.8205 -0.6620
H8 0.1481 -2.6218 -0.5092
C4 1.9199 2.4425 -0.1814
C5 1.8708 -1.5341 1.2634
C6 -1.1133 0.3487 0.6529
N2 1.3722 0.0800 -0.5525
H9 0.9494 -1.8196 1.8112
C7 -3.3020 -0.1059 -1.3335
H10 0.7680 -2.1216 -2.0221
H11 1.1991 0.2496 -1.6034
C8 -2.4121 -0.0967 0.9375
C9 1.4521 -1.1697 -0.1342
H12 -4.5235 0.1699 0.1409
C10 -0.3381 1.5675 0.3074
H13 -0.4956 2.2110 1.0824
H14 -2.5946 -0.1696 2.0249
H15 -4.0685 -0.1416 -2.1191
H16 2.4015 -0.8459 2.0273
H17 1.3630 3.3883 0.1551

***

Record 5
An isolated ion of composition C10H17N2Si and charge +1, computed with ωB97M-V/def2-TZVPD.

Output
- SMILES string: CN(C)/C=[NH+]/[Si@@H](C)c1ccccc1
- HOMO-LUMO gap: 9.624 eV
- Spin multiplicity: 1
- Electronic energy: -789.98923 Ha
- Net charge: +1

Positions of all 30 atoms, in Å:
N1 -2.3792 1.1291 0.0789
H1 -2.4209 1.2630 2.1302
H2 0.9859 -3.3518 -2.2105
C1 3.5019 -1.0287 -2.3915
H3 0.3256 -1.8791 -0.2733
C2 1.6302 -2.4847 -2.0476
H4 -0.8067 0.4769 2.0509
H5 4.5260 -0.7535 -2.6742
C3 -1.1003 0.9401 0.1059
N2 -0.3584 0.5100 1.0497
H6 -2.4978 0.8424 -1.8250
C4 -3.0736 1.5048 -1.1129
H7 -4.2131 1.1411 -1.0713
C5 2.7945 -2.1690 -2.7230
H8 -3.1510 2.5039 -1.3975
H9 1.5137 0.1293 3.2679
H10 1.4953 -1.5112 2.7713
C6 2.0142 -0.5216 2.5484
C7 1.9446 -0.5909 -0.5682
Si1 1.4959 0.3284 0.9612
H11 2.1112 1.7416 0.9512
H12 3.0265 -0.7983 2.5424
H13 3.6822 0.7199 -1.0371
C8 -3.0903 0.9863 1.3405
H14 -3.8793 1.7223 1.5821
H15 3.0068 -2.7905 -3.5933
C9 3.1724 -0.2732 -1.3033
H16 -0.4617 1.0882 -0.8368
C10 1.1790 -1.6848 -0.9818
H17 -3.3791 -0.0475 1.3708

***

Record 6
One molecule with the formula C10H17N3, computed with ωB97M-V/def2-TZVPD.

Output
- SMILES string: CC(C)(C)N1CCCc2ccnn21
- HOMO-LUMO gap: 8.844 eV
- Spin multiplicity: 1
- Electronic energy: -555.38301 Ha

Positions of all 30 atoms, in Å:
H1 -2.0686 -0.7236 2.6484
H2 1.8699 1.0614 1.7289
H3 0.7306 2.4983 1.5272
H4 -0.9722 -2.0052 -3.4197
H5 1.9239 0.2149 -1.8882
C1 -1.1729 -1.0133 2.1756
H6 -0.2392 1.8047 -1.8634
N1 -0.3432 -0.6190 -1.9062
C2 -1.0116 -1.6246 -2.4153
C3 -1.1299 -1.8032 -0.2002
N2 -0.4321 -0.7516 -0.6049
C4 0.2459 2.3206 -1.0698
C5 -0.8269 0.2345 1.3868
H7 -2.1844 -2.7346 1.2537
H8 -0.4681 -2.9523 1.3758
C6 -1.2830 -2.2451 1.1544
H9 2.7087 0.1210 -0.3389
N3 0.2300 0.0635 0.2405
H10 -0.3487 -1.3710 2.9416
H11 -1.7403 0.4966 0.7955
C7 1.5685 1.9137 0.9716
C8 0.9419 1.2472 -0.2566
C9 2.1845 0.7751 -1.0619
H12 2.8023 1.5417 -1.3047
H13 -0.3227 1.0557 1.9531
C10 -1.4234 -2.4811 -1.4059
H14 -2.1253 -3.3366 -1.3977
H15 2.4103 2.5015 0.8415
H16 1.0733 2.9310 -1.3316
H17 -0.5975 2.8797 -0.5295

***

Record 7
An isolated ion of composition C10H17N4 and charge +1, computed with ωB97M-V/def2-TZVPD.

Output
- SMILES string: [H]/N=C1/c2cc[nH]c2[N@+](N)(CC)[C@@H]1CC
- HOMO-LUMO gap: 9.751 eV
- Spin multiplicity: 1
- Electronic energy: -609.88108 Ha
- Net charge: +1

Positions of all 31 atoms, in Å:
C1 1.0213 -0.2904 0.3636
C2 -1.2020 -0.2573 -0.0314
C3 -0.8338 -1.6051 0.1018
H1 -1.9404 2.5577 0.6960
N1 -0.1996 0.6119 0.5527
H2 -0.5580 0.0184 2.4903
N2 -0.5552 0.8906 1.9021
C4 1.7384 -0.2026 -0.9612
H3 0.9275 2.4852 0.1308
C5 -1.9727 -2.4033 -0.3207
C6 0.5638 -1.7256 0.6035
H4 1.2620 -0.8021 -1.7332
H5 -0.9355 3.8829 0.2410
H6 2.0634 -2.5937 1.0361
H7 -2.9670 0.7183 -0.5034
C7 3.1295 -0.7757 -0.8002
H8 -3.9148 -1.6965 -1.0089
N3 1.0493 -2.8695 0.9608
H9 3.1124 -1.9229 -0.7820
H10 3.8391 -0.1897 -1.4669
H11 -2.3234 -3.4810 -0.2155
C8 -0.0865 1.9439 -0.2091
H12 -1.9976 2.8989 -1.0248
C9 -1.2576 2.8861 -0.1082
H13 1.7540 -0.0501 1.2092
N4 -2.4624 -0.1714 -0.5180
H14 1.9143 0.7531 -1.2698
H15 0.1594 1.5570 -1.1422
H16 -0.0980 1.6331 2.2727
C10 -2.8900 -1.4434 -0.6694
H17 3.6600 -0.3569 0.2042

***

Record 8
An isolated ion of composition C10H17N4 and charge +1, computed with ωB97M-V/def2-TZVPD.

Output
- SMILES string: Cn1nccc1[C@]1(C(N)=[NH2+])CC1(C)C
- HOMO-LUMO gap: 9.408 eV
- Spin multiplicity: 1
- Electronic energy: -609.95806 Ha
- Net charge: +1

Positions of all 31 atoms, in Å:
H1 1.8094 -0.1938 1.6536
H2 1.8631 0.3729 -2.2384
C1 1.9115 -1.0137 0.8925
C2 0.2142 -1.4296 -1.0284
H3 1.3310 -1.7520 1.2751
H4 3.1967 -0.5590 -1.5086
H5 -3.1918 -1.5430 1.6210
H6 -1.1578 2.9862 -1.7188
H7 -0.0613 -0.2699 -3.1660
H8 -1.0309 2.2560 -0.0798
C3 1.3687 -0.6088 -0.5031
H9 0.5464 2.0953 1.5109
H10 -1.2448 1.9735 3.5712
C4 -1.1913 1.3570 2.6774
H11 -2.0909 -1.9423 0.1952
H12 2.6281 1.0055 -0.9218
H13 -1.6398 -2.3888 1.9671
N1 -0.9337 2.0937 -1.1101
C5 -2.1769 -1.6367 1.3265
C6 -0.3799 0.9125 -1.5185
N2 -0.3298 0.6737 -2.8079
C7 2.3723 0.0217 -1.3771
H14 2.9996 -1.2227 0.8502
N3 -1.4822 -0.4390 1.6083
H15 0.2472 -1.6264 -1.9913
H16 -0.0332 -2.3149 -0.4515
N4 -1.8516 0.1934 2.6832
C8 -0.5865 0.2886 0.9055
H17 -0.6808 1.2805 -3.4467
C9 -0.3182 1.4536 1.5847
C10 -0.1067 -0.0235 -0.4542

***

Record 9
A 2-piece molecular cluster, C10H17N5 overall, computed with ωB97M-V/def2-TZVPD.

Output
- SMILES string: CCCN1CCC/C1=N/C#N.CNC#N
- HOMO-LUMO gap: 9.862 eV
- Spin multiplicity: 1
- Electronic energy: -664.94531 Ha

Positions of all 32 atoms, in Å:
H1 -3.2214 -0.7663 0.7328
H2 -2.3409 1.2882 0.7376
C1 -2.4172 -1.0578 0.0755
N1 1.8684 -1.8379 -1.2537
H3 3.8856 1.9083 -0.9570
C2 -0.5774 1.9494 -0.3973
C3 4.0682 0.8235 -1.3002
H4 -1.2476 2.8870 -2.3055
C4 -2.0624 -2.5605 0.1928
H5 -0.3940 2.8153 0.1460
C5 -1.2531 1.0718 0.7313
H6 -2.9580 -3.1609 0.4202
H7 -0.1244 -3.2966 1.1418
H8 3.2518 0.1853 0.5861
H9 3.6655 0.6419 -2.3692
N2 -1.1965 -0.3297 0.5163
C6 -0.3992 -1.1176 1.2767
H10 -2.6284 2.6505 -1.0181
H11 -0.7562 1.3715 1.5814
H12 -1.8133 1.2812 -1.9438
H13 -1.5737 -2.9117 -0.6822
C7 1.2674 0.3253 2.0063
H14 5.0748 0.5007 -1.3840
C8 -0.9547 -2.5429 1.3929
N3 0.6517 -0.8335 1.9395
H15 0.3541 1.5851 -0.8878
C9 -1.6310 2.2191 -1.5003
C10 2.4000 -0.9216 -0.8559
N4 3.1824 0.0098 -0.3616
H16 -2.7301 -0.7105 -0.8639
H17 -1.4075 -2.6388 2.4121
N5 2.0173 1.1722 2.1914

***

Record 10
One molecule with the formula C10H17NO, computed with ωB97M-V/def2-TZVPD.

Output
- SMILES string: CCC[C@@]12C/C(=N/O)[C@@H](C)[C@@H]1C2
- HOMO-LUMO gap: 9.860 eV
- Spin multiplicity: 1
- Electronic energy: -521.09694 Ha

Positions of all 29 atoms, in Å:
H1 -1.3427 -1.4447 2.4346
H2 -2.9576 1.8160 -1.7014
N1 1.5717 -0.7384 2.6831
C1 1.6397 -0.9712 -1.1629
H3 0.3647 -2.6242 0.9252
C2 -1.3310 -1.1911 1.4266
H4 -1.0315 2.9948 -1.3000
C3 -2.0998 1.2221 -1.7991
H5 -1.6748 -0.1861 1.1948
H6 -0.5841 -1.1947 -1.3063
O1 1.3528 -1.9571 3.3229
C4 0.8907 0.2904 -0.5893
C5 0.4854 1.4308 -1.5609
H7 2.3603 -1.5289 -0.5678
H8 -2.3026 0.1192 -1.4445
H9 -1.9690 -1.8340 0.9399
H10 -1.8472 1.2361 -2.8383
C6 -0.9636 1.9010 -1.0869
H11 2.3518 0.9895 0.8825
H12 0.5136 1.0688 -2.6240
C7 0.2049 -1.0191 -0.6055
H13 0.6646 1.5624 1.1470
H14 1.2327 2.2479 -1.6434
C8 1.3160 0.7290 0.7983
C9 0.0868 -1.4729 0.8434
C10 0.9919 -0.5304 1.4819
H15 -0.9469 1.8974 0.0174
H16 1.2043 -1.8348 4.3370
H17 1.8190 -0.9778 -2.2042

***

Record 11
An isolated ion of composition C10H17NOP and charge +1, computed with ωB97M-V/def2-TZVPD.

Output
- SMILES string: CCP(C)c1ccc[n+](COC)c1
- HOMO-LUMO gap: 7.732 eV
- Spin multiplicity: 1
- Electronic energy: -862.32555 Ha
- Net charge: +1

Positions of all 30 atoms, in Å:
C1 -2.6127 0.5120 2.8970
P1 -0.7286 1.7125 1.0349
H1 -2.0762 2.5816 2.7279
H2 2.4323 -0.1812 -4.2900
H3 -2.4895 2.8406 -0.2031
H4 0.9723 0.8424 -1.0339
C2 -0.0759 0.0433 0.6579
H5 1.5099 -1.5107 -2.9065
N1 1.3076 -1.1933 -0.8423
H6 2.8831 -2.0454 -1.8922
C3 -0.2758 -1.1271 1.3813
H7 -0.8946 -1.1172 2.2630
H8 -2.9817 0.0825 1.9722
C4 0.3219 -2.3147 0.9928
O1 2.7840 -0.0373 -2.2177
H9 -1.7690 1.4772 -1.1096
H10 3.8665 0.6958 -3.7949
H11 -2.1754 -0.2821 3.4962
H12 0.1746 -3.2225 1.5472
H13 -0.8218 1.6408 3.4513
H14 -2.9303 1.1403 0.1591
H15 -3.4398 0.9046 3.4743
C5 2.1609 -1.2509 -2.0744
C6 0.7476 -0.0410 -0.4606
C7 -1.5629 1.6255 2.6606
C8 1.1141 -2.3191 -0.1371
C9 -2.1409 1.8199 -0.1502
C10 2.8303 0.5042 -3.5474
H16 2.2796 1.4388 -3.5726
H17 1.5905 -3.2198 -0.4832

***

Record 12
C10H17P as an isolated structure, computed with ωB97M-V/def2-TZVPD.

Output
- HOMO-LUMO gap: 8.633 eV
- Spin multiplicity: 1
- Electronic energy: -732.48867 Ha

Positions of all 28 atoms, in Å:
C1 1.4107 -2.9406 1.2296
H1 -0.7414 3.2918 -1.3841
H2 1.4309 3.1488 0.6330
C2 -0.0684 1.6704 -0.0880
C3 0.1327 -0.7338 -1.3927
H3 -0.3707 -0.4598 -2.2235
H4 -1.1723 1.5569 -1.9972
C4 1.7415 -0.4861 0.7623
H5 0.7327 2.3659 1.8813
H6 -1.3110 0.3909 1.2440
H7 1.1611 -0.2461 1.6227
C5 1.1690 -1.8761 0.4305
H8 0.5187 2.0776 -2.1453
H9 -2.1934 1.8165 0.5019
H10 -0.1036 3.6730 0.7967
C6 -0.5082 -3.1097 -1.0863
C7 0.2278 -1.8921 -0.6333
H11 2.8082 -0.6373 0.9505
C8 -0.3779 2.2034 -1.4720
P1 1.3095 0.5724 -0.7590
H12 -1.3375 -3.4222 -0.4539
C9 -1.4680 1.0323 0.3612
C10 0.4858 2.7372 0.8399
H13 -0.8197 -3.0218 -2.1222
H14 0.0764 -4.0025 -1.0422
H15 2.0733 -2.7768 2.0954
H16 -1.8744 0.4644 -0.4972
H17 0.9853 -3.8812 1.0919